(1)
{
  "formula": "C41H43N6O8PPdS",
  "method": "ωB97M-V/def2-TZVPD",
  "symbols": ["Pd", "C", "O", "C", "O", "N", "N", "H", "H", "H", "H", "H", "H", "O", "C", "O", "C", "C", "C", "C", "C", "C", "P", "C", "C", "C", "C", "C", "C", "C", "C", "C", "C", "C", "C", "H", "H", "H", "H", "H", "H", "H", "H", "H", "H", "H", "H", "H", "H", "C", "C", "S", "O", "O", "C", "C", "N", "C", "N", "C", "C", "N", "O", "O", "C", "H", "H", "H", "H", "H", "H", "H", "H", "H", "H", "H", "H", "H", "C", "C", "C", "C", "C", "C", "N", "C", "C", "C", "C", "C", "C", "H", "H", "H", "H", "H", "H", "H", "H", "H", "H"],
  "coordinates": [[-12.5122, -17.5705, 0.5743], [-16.5573, -19.4205, -2.8023], [-16.1460, -19.0985, -1.4446], [-14.9010, -18.8627, -1.1953], [-14.6156, -18.7620, 0.0030], [-14.0255, -18.7775, -2.2382], [-12.6667, -18.4967, -1.8079], [-17.5973, -19.3055, -2.6581], [-16.1391, -20.3838, -3.0792], [-16.1815, -18.6794, -3.5020], [-14.1820, -19.1446, -3.1567], [-12.2966, -18.0146, -2.5692], [-12.1517, -19.3657, -1.7420], [-8.3824, -16.8635, 0.2986], [-9.5038, -16.5294, 0.6124], [-10.5702, -17.0207, 0.0389], [-9.7176, -15.5488, 1.7863], [-8.6772, -14.6839, 1.9114], [-8.6612, -13.6500, 2.9007], [-9.6907, -13.5413, 3.7880], [-10.8161, -14.3777, 3.6070], [-10.8600, -15.3131, 2.6130], [-12.1198, -16.5408, 2.7186], [-13.7065, -15.8128, 3.1895], [-14.7879, -16.6100, 3.6124], [-16.0812, -16.0908, 3.7404], [-16.3037, -14.7667, 3.4354], [-15.2682, -13.9442, 3.0886], [-13.9804, -14.4540, 2.9859], [-11.4734, -17.7354, 3.9396], [-12.0345, -18.2386, 5.1551], [-11.3059, -19.0330, 5.9989], [-9.9898, -19.4488, 5.6345], [-9.3980, -19.0145, 4.4290], [-10.1232, -18.0291, 3.6490], [-7.8342, -14.9102, 1.2581], [-7.7143, -13.1966, 3.0483], [-9.8723, -12.7098, 4.4615], [-11.6765, -14.1666, 4.1545], [-14.6609, -17.5721, 4.0343], [-16.8700, -16.6901, 4.2461], [-17.2876, -14.2656, 3.2378], [-15.5144, -12.8619, 3.0493], [-13.2491, -13.6596, 2.7515], [-13.0867, -17.9442, 5.3724], [-11.5552, -19.4829, 6.9641], [-9.3420, -19.9947, 6.4136], [-8.3475, -19.0993, 4.2542], [-9.6413, -17.4714, 2.8843], [-13.5801, -24.2735, 7.2021], [-12.3401, -24.3285, 6.2059], [-12.5432, -23.1226, 4.9936], [-13.8422, -23.5529, 4.3322], [-12.4055, -21.8283, 5.6673], [-11.1984, -23.2436, 3.7684], [-11.5701, -22.8290, 2.3044], [-11.2923, -21.4604, 1.9727], [-12.1228, -20.3405, 2.0135], [-11.7178, -19.4156, 1.1740], [-10.5538, -19.8533, 0.6241], [-10.2806, -21.0900, 1.1669], [-9.1284, -21.8958, 0.8112], [-8.6407, -21.6515, -0.2508], [-8.7356, -22.8126, 1.5363], [-13.3854, -20.2483, 2.7893], [-13.3749, -24.9453, 8.0041], [-14.5662, -24.4522, 6.6628], [-13.6440, -23.2851, 7.6386], [-12.2894, -25.3286, 5.7694], [-11.4423, -24.0650, 6.7862], [-10.7090, -24.2058, 3.8105], [-10.4813, -22.5959, 4.3262], [-12.6612, -22.9884, 2.2249], [-11.0576, -23.5055, 1.6300], [-9.8909, -19.2435, 0.0426], [-14.1308, -19.6234, 2.2557], [-13.2269, -19.7245, 3.7853], [-13.8179, -21.2820, 3.0283], [-17.6377, -14.7522, -0.4440], [-16.6919, -13.9464, -1.1202], [-15.3399, -14.2274, -1.0586], [-14.9156, -15.4003, -0.3591], [-15.8606, -16.2331, 0.3084], [-17.2140, -15.9276, 0.1496], [-13.6738, -15.8154, -0.3873], [-12.7951, -15.2085, -1.3350], [-11.6629, -14.6169, -0.9042], [-10.7118, -14.0641, -1.7749], [-10.7583, -14.2815, -3.1196], [-11.8991, -14.9143, -3.6204], [-12.8720, -15.3729, -2.7443], [-18.6942, -14.5801, -0.6495], [-17.0990, -13.1640, -1.7849], [-14.7323, -13.6571, -1.6915], [-15.5999, -17.0488, 0.9505], [-17.9839, -16.5690, 0.4875], [-11.3797, -14.5205, 0.1201], [-9.9929, -13.4065, -1.3451], [-9.9574, -14.0222, -3.8103], [-11.9233, -15.0038, -4.6562], [-13.7662, -15.7096, -3.1957]],
  "atomic_forces_ev_per_a": [[-1.319, 1.292, -0.441], [1.076, 0.710, 0.737], [-0.726, -0.329, -1.093], [0.297, -0.389, 1.084], [1.160, 0.065, -0.502], [1.372, 0.500, 1.949], [-1.861, -1.258, 0.335], [-1.170, -0.602, -0.771], [-0.598, -0.339, 0.030], [-0.163, 0.291, -0.053], [-0.121, -0.113, -0.133], [1.197, 1.511, -1.233], [-0.001, -0.352, -0.071], [0.109, 0.149, -0.040], [-1.215, -0.656, 0.836], [0.576, -0.134, -0.090], [-0.695, 0.621, -0.829], [0.847, 0.876, 0.965], [0.714, -2.109, -0.632], [-1.936, 0.288, -0.576], [1.639, 1.070, -0.730], [0.925, -1.005, -0.483], [-1.657, -0.821, -0.172], [-0.419, 0.453, 0.248], [-0.529, 1.044, 0.444], [0.009, -0.725, 0.906], [-1.867, 0.950, -1.315], [0.353, 0.658, 0.509], [0.417, 1.310, -0.369], [1.375, -0.032, 0.937], [-1.458, 1.003, -1.115], [2.227, -1.550, 0.184], [0.909, 0.216, 0.148], [-1.896, 2.155, 0.687], [-0.607, -2.180, 1.702], [0.018, 0.524, 0.305], [0.447, 1.082, -0.028], [0.802, -0.185, 0.265], [-1.165, 0.002, 1.205], [0.387, -1.084, -0.156], [0.601, 0.318, -0.830], [0.552, -1.060, 1.109], [0.643, -0.832, -0.459], [0.062, -1.054, -0.048], [0.995, -0.277, 0.172], [-0.927, 0.724, -0.403], [-1.247, 0.651, -1.475], [0.465, -0.484, -0.192], [0.566, -0.146, -0.551], [-0.406, 0.758, -1.944], [-0.183, -0.784, 1.937], [-3.753, -0.541, -1.005], [3.065, 1.883, 0.640], [-0.230, -0.820, -1.267], [0.709, 1.164, 0.877], [-1.115, -1.430, 2.447], [1.207, 0.849, -0.756], [-2.262, -1.181, 1.172], [2.506, -0.275, -1.273], [-0.856, 1.693, 0.710], [-0.058, -1.306, 0.522], [0.952, -2.299, 0.793], [-0.027, 1.019, -1.071], [-1.182, 1.309, 0.205], [-0.434, -0.912, 0.605], [-0.091, -0.746, 0.351], [1.448, -0.140, 0.766], [0.042, 0.273, 0.045], [0.211, 0.229, -0.116], [-0.104, -0.327, -0.296], [-0.388, -0.562, -0.166], [-0.137, 0.012, -1.098], [0.388, 0.027, -0.200], [0.022, 0.241, -0.165], [-0.009, 0.354, -0.529], [0.515, -0.393, -0.010], [0.230, -0.708, -0.900], [0.588, 1.393, -0.266], [0.404, -0.022, -1.622], [-0.363, 0.199, 0.044], [-2.373, -0.691, 0.075], [-0.730, -0.099, 0.268], [-1.761, 1.294, -0.093], [0.791, 0.382, 0.412], [2.019, -0.195, -0.623], [0.246, -0.992, -1.172], [1.714, 1.457, 0.165], [-0.380, -0.049, 0.479], [-0.279, -0.274, -0.610], [0.808, 0.058, 2.134], [-0.402, 0.727, 0.035], [0.214, 0.054, 0.419], [0.577, -0.216, 0.612], [1.266, 0.594, -0.420], [0.415, -0.224, -0.217], [-0.410, -0.777, 0.684], [-0.537, 0.117, 0.710], [0.859, 0.005, 0.271], [-0.212, 0.340, 0.309], [-0.688, -0.476, -1.621], [-0.993, -0.738, -0.214]],
  "total_charge": 2,
  "multiplicity": 5,
  "e_homo_ev": [-12.42, -13.29]
}



(2)
{
  "formula": "C4H12",
  "method": "ωB97M-V/def2-TZVPD",
  "symbols": ["C", "C", "H", "H", "H", "H", "H", "H", "C", "C", "H", "H", "H", "H", "H", "H"],
  "coordinates": [[-1.3027, -1.1036, -1.9594], [0.1865, -1.0860, -2.3233], [-1.8599, -1.5006, -2.8099], [-1.4656, -1.8016, -1.1456], [-1.6195, -0.1232, -1.6229], [0.8685, -0.9264, -1.4896], [0.4684, -1.9942, -2.8456], [0.3743, -0.2875, -3.0484], [0.7579, 0.3675, 2.0137], [0.3700, 1.8408, 2.3179], [0.2501, -0.2528, 2.7443], [0.4302, 0.0550, 1.0258], [1.8308, 0.2144, 2.0376], [1.1970, 2.4440, 2.6815], [-0.4621, 1.8483, 3.0072], [-0.0241, 2.3059, 1.4167]],
  "atomic_forces_ev_per_a": [[0.871, -0.565, 0.122], [-0.136, 0.425, -0.607], [-0.247, 0.483, 0.066], [-0.126, -0.109, 0.242], [-0.355, 0.099, -0.209], [-0.145, -0.060, 0.139], [0.107, -0.300, 0.145], [0.037, 0.036, 0.116], [-0.245, 0.699, 0.120], [-0.149, -0.582, -0.817], [0.288, -0.413, 0.039], [-0.152, 0.017, -0.075], [0.130, -0.124, 0.219], [-0.040, -0.026, 0.164], [-0.013, 0.204, 0.443], [0.174, 0.218, -0.108]],
  "smiles": "CC.CC",
  "multiplicity": 1,
  "e_homo_ev": -11.80
}



(3)
{
  "formula": "CHBr2N",
  "method": "ωB97M-V/def2-TZVPD",
  "symbols": ["C", "N", "Br", "Br", "H"],
  "coordinates": [[-0.3657, 0.0989, -0.3133], [-0.6592, -1.0903, -0.2460], [-1.0280, 1.6998, -0.9300], [1.9435, 0.8938, 1.3294], [0.1094, -1.6022, 0.1600]],
  "atomic_forces_ev_per_a": [[0.174, -0.536, 0.812], [0.742, 2.451, -0.416], [0.189, -0.609, 0.184], [-1.263, -0.500, -0.977], [0.158, -0.807, 0.397]],
  "multiplicity": 1,
  "e_homo_ev": [-9.75, -9.22]
}



(4)
{
  "formula": "C18H32Ge2N2O2Pd",
  "method": "ωB97M-V/def2-TZVPD",
  "symbols": ["Pd", "C", "C", "Ge", "C", "C", "C", "C", "Ge", "C", "C", "C", "C", "C", "C", "C", "C", "C", "C", "H", "H", "H", "H", "H", "H", "H", "H", "H", "H", "H", "H", "H", "H", "H", "H", "H", "H", "H", "H", "H", "H", "H", "H", "H", "H", "C", "O", "C", "O", "N", "N", "H", "H", "H", "H", "H", "H"],
  "coordinates": [[-0.8798, -0.2926, -1.9304], [3.6518, 1.2919, -2.5080], [2.1509, 1.0283, -2.6819], [1.4150, -0.5987, -1.7804], [2.1152, -2.1974, -2.7151], [3.5958, -2.4901, -2.4418], [2.1253, -0.6224, 0.0500], [1.2354, -0.5709, 1.0470], [-0.6272, -0.5896, 0.3572], [-1.6496, -2.2541, 0.7221], [-1.9326, -2.6841, 2.1657], [-1.7377, 0.9692, 0.9416], [-1.9485, 1.2290, 2.4395], [1.5896, -0.5131, 2.4958], [2.9105, -0.3515, 2.9290], [3.2242, -0.2962, 4.2770], [2.2233, -0.3954, 5.2371], [0.9073, -0.5440, 4.8297], [0.6013, -0.5973, 3.4759], [3.9602, 2.2301, -2.9786], [4.2533, 0.4956, -2.9497], [3.9177, 1.3524, -1.4495], [1.8934, 0.9487, -3.7440], [1.5815, 1.8722, -2.2809], [1.9365, -2.0605, -3.7858], [1.5003, -3.0439, -2.4023], [4.2404, -1.6836, -2.7955], [3.9219, -3.4088, -2.9377], [3.7830, -2.6125, -1.3722], [3.1969, -0.6653, 0.2603], [-1.1096, -3.0399, 0.1917], [-2.5835, -2.1004, 0.1766], [-1.0116, -2.9182, 2.7005], [-2.5624, -3.5777, 2.1966], [-2.4543, -1.9053, 2.7285], [-2.7004, 0.7922, 0.4506], [-1.2903, 1.8496, 0.4720], [-2.3823, 0.3611, 2.9415], [-2.6267, 2.0706, 2.6094], [-1.0066, 1.4597, 2.9394], [3.7046, -0.2618, 2.1980], [4.2561, -0.1713, 4.5831], [2.4685, -0.3498, 6.2911], [0.1144, -0.6162, 5.5652], [-0.4293, -0.7070, 3.1717], [-5.4087, 2.6977, -2.1071], [-4.8582, 1.3904, -1.9384], [-3.5951, 1.1217, -2.2890], [-3.1912, -0.0210, -2.2164], [-2.8626, 2.1791, -2.7502], [-1.5194, 1.9614, -3.0431], [-6.4562, 2.6127, -1.8429], [-5.3298, 3.0335, -3.1416], [-4.9340, 3.4146, -1.4338], [-3.1748, 3.1177, -2.5806], [-0.9122, 2.4000, -2.3652], [-1.2994, 2.2613, -3.9818]],
  "atomic_forces_ev_per_a": [[-0.513, 0.088, -0.563], [-0.100, -0.036, 0.010], [0.117, -0.066, 0.017], [0.529, 0.115, 0.147], [0.033, 0.003, -0.017], [-0.102, -0.011, -0.020], [0.196, -0.013, -0.078], [-0.174, 0.039, 0.264], [-0.098, -0.158, 0.438], [0.126, 0.053, 0.209], [-0.006, 0.037, -0.104], [0.063, -0.070, 0.193], [-0.015, 0.052, -0.120], [0.067, 0.012, -0.054], [0.005, -0.001, -0.004], [-0.014, -0.006, -0.026], [-0.005, 0.012, -0.009], [0.011, 0.001, -0.026], [0.074, -0.085, -0.065], [-0.016, -0.021, 0.015], [-0.020, 0.026, 0.008], [-0.008, -0.005, -0.042], [0.023, 0.040, 0.022], [0.011, 0.036, -0.007], [0.029, -0.047, 0.010], [0.009, -0.015, -0.017], [-0.015, -0.023, 0.013], [-0.009, 0.025, 0.013], [-0.014, 0.004, -0.037], [-0.086, 0.016, -0.003], [-0.022, -0.066, -0.007], [-0.052, -0.035, -0.013], [0.012, 0.010, 0.013], [0.015, 0.024, -0.019], [0.018, -0.036, -0.019], [-0.017, 0.056, 0.015], [-0.026, 0.046, -0.005], [0.001, 0.042, -0.015], [0.009, -0.016, -0.029], [-0.062, 0.022, -0.024], [-0.015, 0.002, 0.045], [-0.020, -0.001, -0.013], [0.002, -0.005, -0.026], [0.014, -0.002, -0.033], [0.004, -0.070, 0.024], [0.064, -0.038, 0.010], [-0.070, 0.039, -0.014], [-0.049, -0.171, -0.048], [0.022, 0.253, 0.080], [0.019, -0.108, 0.000], [0.026, -0.078, -0.146], [-0.034, -0.027, 0.034], [0.019, -0.024, -0.021], [-0.002, 0.006, 0.018], [-0.025, 0.094, 0.009], [0.080, 0.022, 0.058], [-0.011, 0.054, -0.039]],
  "multiplicity": 1,
  "e_homo_ev": -7.37
}



(5)
{
  "formula": "C16H44O6",
  "method": "ωB97M-V/def2-TZVPD",
  "symbols": ["C", "C", "O", "H", "H", "H", "H", "H", "H", "C", "C", "O", "H", "H", "H", "H", "H", "H", "C", "C", "C", "O", "H", "H", "H", "H", "H", "H", "H", "H", "C", "C", "C", "O", "H", "H", "H", "H", "H", "H", "H", "H", "C", "C", "C", "O", "H", "H", "H", "H", "H", "H", "H", "H", "C", "C", "C", "O", "H", "H", "H", "H", "H", "H", "H", "H"],
  "coordinates": [[4.4039, -1.1553, -1.9098], [2.9132, -1.0781, -1.7781], [2.4895, 0.2387, -1.7466], [4.6864, -2.2080, -1.9137], [4.8721, -0.8493, -0.9742], [4.8278, -0.5982, -2.7453], [2.6276, -1.5257, -0.8262], [2.3870, -1.5249, -2.6217], [3.2122, 0.6862, -1.3005], [1.1588, -0.8784, 4.9359], [1.4766, -1.6081, 3.6525], [2.7557, -2.1335, 3.7518], [0.0702, -0.8307, 4.9087], [1.7711, 0.0138, 5.0669], [1.2969, -1.5305, 5.7983], [1.5577, -0.8887, 2.8376], [0.8043, -2.4249, 3.3897], [3.3696, -1.3963, 3.7876], [-5.8527, -0.5100, 1.4334], [-5.9818, 0.2065, 0.0934], [-5.2341, 1.5652, 0.0058], [-5.5441, -0.7179, -0.8636], [-6.3943, -1.4526, 1.3545], [-6.2830, 0.0911, 2.2344], [-4.8007, -0.6553, 1.6793], [-7.0497, 0.4073, 0.0082], [-5.4291, 2.3709, 0.7136], [-5.2369, 1.9401, -1.0177], [-4.2477, 1.2214, 0.3169], [-4.6183, -0.9469, -0.7537], [5.8716, 3.5625, 0.6795], [4.8817, 2.4001, 0.7920], [3.5704, 2.9972, 1.3086], [4.5094, 1.7830, -0.4776], [5.5760, 4.2743, -0.0912], [6.8456, 3.1756, 0.3798], [6.0536, 4.1154, 1.6010], [5.1507, 1.6115, 1.4947], [3.5470, 2.9126, 2.3951], [2.6608, 2.4061, 1.2030], [3.3215, 3.9905, 0.9351], [5.3028, 1.4352, -0.8914], [-2.9477, -2.1126, -3.3493], [-2.7911, -2.7429, -2.0103], [-1.3741, -3.3277, -1.8189], [-2.8725, -1.7747, -0.9667], [-2.5542, -2.8651, -4.0326], [-2.1882, -1.3452, -3.4991], [-3.8478, -1.5264, -3.5347], [-3.4876, -3.5605, -1.8245], [-0.5760, -2.6031, -1.9806], [-1.1387, -4.1383, -2.5085], [-1.3625, -3.7131, -0.7994], [-2.2276, -1.0673, -1.0392], [-2.0346, 1.6906, -1.2635], [-0.6301, 1.2132, -1.0284], [-0.1294, 0.5532, 0.2993], [-0.4095, 0.2281, -1.9258], [-2.7149, 0.9100, -0.9230], [-2.4451, 1.6440, -2.2722], [-2.2805, 2.7152, -0.9844], [0.0504, 2.0260, -1.2820], [-0.4552, -0.4865, 0.3310], [-0.3792, 1.1611, 1.1689], [0.9496, 0.4331, 0.3957], [0.5473, 0.1977, -1.9984]],
  "atomic_forces_ev_per_a": [[0.534, -0.902, 0.573], [0.061, -1.020, -0.182], [-1.229, 1.498, -0.261], [0.116, -0.071, -0.620], [-0.029, 0.500, 0.032], [-0.144, -0.188, -0.073], [-0.146, -0.668, -0.072], [0.110, -0.492, 0.101], [0.036, 1.266, 0.477], [-1.264, -1.267, -0.014], [0.780, 0.770, 0.237], [1.544, -1.215, -0.252], [-0.157, 1.378, 0.286], [-0.577, 0.211, -0.056], [0.492, -0.139, -0.086], [-0.894, 0.254, -0.457], [-0.107, 0.142, 0.186], [0.176, -0.103, 0.123], [-0.080, 0.909, 0.241], [-0.514, 0.451, 1.395], [0.692, -1.353, 0.323], [-0.719, 0.527, -1.368], [0.231, -0.002, 0.153], [-0.091, -0.045, 0.135], [0.115, -0.317, 0.007], [-0.097, -0.312, -0.804], [-0.791, -0.240, 0.000], [0.069, -0.008, 0.053], [0.582, 0.437, -0.351], [0.384, -0.111, 0.312], [0.852, -0.873, -0.623], [-2.112, 0.962, -0.005], [-0.787, -0.640, 0.979], [0.647, 0.297, 0.297], [-0.282, -0.090, 0.039], [0.186, 0.019, -0.069], [-0.394, -0.256, 0.158], [0.550, 0.029, -0.137], [0.629, 1.029, 0.312], [0.075, -0.580, -1.090], [0.346, 0.032, 0.204], [0.293, 0.026, -0.140], [1.070, 0.518, -0.489], [2.252, 0.364, 0.379], [-0.521, -0.753, -0.321], [-1.537, 0.332, 1.223], [-1.171, -0.009, -0.773], [0.478, 0.260, 0.474], [-0.485, -1.007, -0.254], [-0.360, 0.459, 0.233], [-0.108, 0.395, 0.172], [-0.189, -0.184, 0.019], [0.392, -0.014, -0.054], [0.186, -0.418, -0.601], [-1.191, -0.477, 0.284], [-1.757, 1.117, -1.524], [0.994, -0.767, 1.224], [-0.219, -0.372, -0.681], [-0.331, 0.452, 1.170], [1.295, 0.072, -0.809], [0.103, -0.380, 0.892], [0.982, 0.450, 0.383], [-0.734, 0.285, 0.275], [-0.713, 0.133, -0.231], [0.199, 0.444, -0.713], [2.280, -0.740, -0.238]],
  "total_charge": 1,
  "multiplicity": 2,
  "e_homo_ev": [-12.09, -12.08]
}



For the records above, the corresponding energy relative to the best compared isomer or geometry (same formula, charge and spin) values read 4.498; 0.222; 2.130; 0.225; 1.401 eV.